Arrangement w

The following is a quantum chemistry calculation of H2N4O3 as an isolated structure, from OMol25.

```
9
Properties=species:S:1:pos:R:3:lowdin_charge:R:1
N 0.94778 2.04177 -0.99878 -0.10
N 0.10910 0.13876 0.14229 0.08
N 0.42506 1.43876 0.00712 -0.12
N 1.31596 1.91327 1.57409 -0.30
O 1.67999 3.01851 1.57686 0.15
O 0.80200 1.53382 -2.11575 -0.06
O 1.29596 0.98494 2.27969 0.14
H -0.83889 -0.03850 0.44937 0.11
H 0.43549 -0.44921 -0.62625 0.11
```

Output
HOMO energy (eV): -9.8
Frontier orbital gap (eV): 9.2
LUMO (eV): -0.59

***

Arrangement x

The following is a quantum chemistry calculation of a 2-piece molecular cluster, H2N4O3 overall, from OMol25.

```
9
Properties=species:S:1:pos:R:3:lowdin_charge:R:1
N 2.88980 0.35193 0.45875 -0.33
N -1.34408 0.49905 -0.42779 0.17
N 2.23914 1.15229 0.87780 0.22
N -1.47443 -0.76240 0.02649 -0.56
O 3.50815 -0.50225 -0.01016 0.11
O -2.16713 -0.87686 0.98944 0.06
O -0.88700 -1.65422 -0.46080 0.09
H -0.73616 0.59214 -1.22249 0.12
H -2.02828 1.20034 -0.23124 0.12
```

Output
HOMO energy (eV): -11.1
Frontier orbital gap (eV): 11.8
LUMO (eV): 0.70

***

Ordering by calculated energy gives the sequence arrangement x, arrangement w, with the first entry being the most stable.

***

Arrangement w

The following is a quantum chemistry calculation of an isolated ion of composition C4H10FN2 and charge +1, from OMol25.

```
17
Properties=species:S:1:pos:R:3:lowdin_charge:R:1
C 0.18893 1.32398 0.85939 -0.21
C 0.22765 -0.24132 0.90225 -0.16
C -1.32076 -0.76349 -0.73628 0.14
C 1.18653 -0.35958 -1.22907 0.06
N -1.00412 1.67622 0.27881 0.05
N 0.05213 -0.92960 -0.36371 -0.20
F -2.03141 1.59737 1.12400 0.00
H 0.22431 1.50402 2.03533 0.19
H 1.00025 1.82004 0.28136 0.13
H 1.17462 -0.63960 1.28537 0.14
H -0.54754 -0.46887 1.64697 0.14
H -1.92930 -1.16834 0.07078 0.11
H -1.67936 -0.75615 -1.70506 0.08
H 2.04827 -0.66786 -0.74243 0.08
H 0.96970 -0.79898 -2.25693 0.14
H 1.13707 0.78719 -1.16529 0.12
H 0.30302 -1.91503 -0.28547 0.19
```

Output
Charge: +1
HOMO energy (spin up / spin down) (eV): -14.1 / -14.2
Frontier orbital gap (spin up / spin down) (eV): 9.1 / 9.5
LUMO (spin up / spin down) (eV): -4.99 / -4.68

***

Arrangement x

The following is a quantum chemistry calculation of a 2-piece molecular cluster, C4H10FN2 overall, from OMol25.

```
17
Properties=species:S:1:pos:R:3:lowdin_charge:R:1
C 2.90279 0.22462 -0.28576 -0.02
C 1.90845 -0.60309 -0.25904 0.03
C -0.98724 0.14719 -0.91016 -0.08
C 0.03138 0.25779 0.21910 -0.40
N -0.50800 -0.39903 1.39098 0.08
N -2.31314 0.09782 -0.23553 0.14
F 0.31124 1.55664 0.49772 0.05
H 3.90330 -0.11389 -0.52869 0.08
H 2.79626 1.27897 -0.08008 0.07
H 1.76293 -1.64733 -0.42806 0.06
H -0.83018 -0.76582 -1.47959 0.13
H -0.89220 1.00027 -1.58003 0.14
H -0.25565 0.09863 2.23903 0.13
H -0.17445 -1.35473 1.47429 0.12
H -1.92803 -0.23010 0.77242 0.13
H -2.97063 -0.56311 -0.64703 0.16
H -2.75683 1.01516 -0.15957 0.17
```

Output
Charge: +1
HOMO energy (eV): -13.5
Frontier orbital gap (eV): 10.2
LUMO (eV): -3.26

***

Ordering by calculated energy gives the sequence arrangement x, arrangement w, with the first entry being the most stable.

***

Arrangement w

The following is a quantum chemistry calculation of a 2-piece molecular cluster, C4H8N3 overall, from OMol25.

```
15
Properties=species:S:1:pos:R:3:lowdin_charge:R:1
C 1.54294 -2.07345 -0.35233 -0.05
C 1.36836 -0.75878 0.00874 -0.14
C -0.57179 -1.44351 -0.48978 -0.14
C -0.90278 1.40748 0.74712 0.12
N 0.26206 -2.50692 -0.64767 0.08
N 0.09318 -0.38310 -0.06813 0.01
N -0.50915 2.54663 0.09413 0.15
H 2.37006 -2.78207 -0.18731 0.14
H 2.05127 -0.04653 0.39948 0.11
H -1.58832 -1.37905 -0.60057 0.11
H -1.90210 1.04743 0.44965 0.13
H -0.47671 1.05533 1.57446 0.06
H -0.08421 -3.49773 -0.67774 0.20
H 0.25611 3.13254 0.34170 0.12
H -1.18333 2.93301 -0.53219 0.12
```

Output
Charge: +1
HOMO energy (eV): -13.0
Frontier orbital gap (eV): 9.0
LUMO (eV): -3.95

***

Arrangement x

The following is a quantum chemistry calculation of an isolated ion of composition C4H8N3 and charge +1, from OMol25.

```
15
Properties=species:S:1:pos:R:3:lowdin_charge:R:1
C -0.62768 0.81711 1.40379 -0.08
C 0.19264 2.78923 -1.43854 0.07
C -0.08247 -1.11968 -0.04351 -0.02
C 0.37320 -2.53341 -0.13836 -0.01
N -0.42387 1.80732 0.59510 0.07
N -0.31589 1.97137 -0.63201 -0.03
N -0.37586 -0.53828 1.09582 0.13
H -0.85853 0.94098 2.38031 0.10
H 1.15007 3.39153 -1.30162 0.13
H -0.29821 2.83889 -2.30228 0.04
H 0.09834 -0.59026 -0.86494 0.09
H 0.14084 -3.05903 0.82864 0.11
H 1.44863 -2.57530 -0.22608 0.10
H 0.02328 -2.88876 -1.15616 0.13
H -0.44449 -1.25169 1.79985 0.16
```

Output
Charge: +1
HOMO energy (spin up / spin down) (eV): -13.2 / -13.2
Frontier orbital gap (spin up / spin down) (eV): 7.9 / 7.9
LUMO (spin up / spin down) (eV): -5.33 / -5.33

***

Ordering by calculated energy gives the sequence arrangement w, arrangement x, with the first entry being the most stable.

***

Arrangement w

The following is a quantum chemistry calculation of C4H6F2 as an isolated structure, from OMol25.

```
12
Properties=species:S:1:pos:R:3:lowdin_charge:R:1
C -0.60938 1.41929 0.42344 -0.06
C -0.21838 -0.09424 -0.00139 -0.33
C -0.90218 -1.25563 -0.16824 -0.01
C 1.29197 -0.37275 -0.26640 -0.31
H -1.78785 1.66557 0.15618 0.11
H 0.13017 2.15813 -0.18525 0.11
H -0.37936 1.13247 1.57646 0.12
H -0.23544 -2.18557 -0.31830 0.07
H -2.20834 -1.40410 -0.47845 0.16
H 1.20402 -1.36324 -0.64478 0.10
F 1.61798 0.66009 -1.05424 0.06
F 2.09680 -0.36003 0.96097 -0.03
```

Output
HOMO energy (eV): -10.1
Frontier orbital gap (eV): 11.0
LUMO (eV): 0.92

***

Arrangement x

The following is a quantum chemistry calculation of one molecule with the formula C4H6F2, from OMol25.

```
12
Properties=species:S:1:pos:R:3:lowdin_charge:R:1
C -0.56063 -0.24701 -1.18596 -0.19
C -0.25435 0.80773 -0.20451 -0.15
C 1.27786 1.18398 0.12162 -0.02
C 0.47116 0.37627 1.06931 -0.31
H 0.16644 -1.04019 -1.28083 0.12
H -0.66135 -0.00755 -2.20847 0.10
H -0.94308 1.64506 -0.19286 0.13
H 1.34789 2.23088 0.49352 0.11
H 2.18641 0.96561 -0.42710 0.11
H 0.01233 0.65074 2.00171 0.14
F -1.68417 -0.98601 -0.79238 -0.06
F 0.82719 -0.92180 1.10475 0.02
```

Output
HOMO energy (eV): -10.6
Frontier orbital gap (eV): 11.7
LUMO (eV): 1.09

***

Ordering by calculated energy gives the sequence arrangement x, arrangement w, with the first entry being the most stable.